2 unconnected molecules or ions with the total composition C28H48ClN4O7P at a distorted geometry, computed with wB97M-V/def2-TZVPD.

```
89
Properties=species:S:1:pos:R:3:forces:R:3
C 7.158 3.474 -0.808 -0.602 -0.168 0.875
C 6.835 3.012 0.657 -0.362 0.184 -0.243
C 5.546 2.209 0.668 -0.301 0.243 0.359
C 4.251 2.833 0.538 1.406 0.654 0.044
C 4.245 4.349 0.356 -0.428 -0.872 0.156
C 3.113 2.084 0.573 -0.927 -0.537 -0.262
C 1.715 2.687 0.473 0.543 1.084 -0.035
C 1.430 3.571 -0.786 -1.334 -0.488 0.741
C 0.421 4.696 -0.401 0.812 0.070 -1.071
C 1.065 6.006 0.111 -0.444 -0.122 0.653
C 1.108 6.186 1.658 -0.507 0.556 -0.047
N -0.077 5.708 2.387 0.619 0.153 0.110
C 3.212 0.660 0.711 -0.804 0.397 -0.115
N 2.049 -0.065 0.702 0.749 -0.533 0.109
C 2.190 -1.353 0.866 -0.228 0.003 0.134
C 0.944 -2.239 0.876 -0.025 0.991 -0.302
C -0.315 -1.436 0.515 0.025 0.067 -0.141
C -0.820 -0.536 1.645 0.106 -0.310 0.429
O -1.334 -2.377 0.148 0.118 0.272 0.146
C 3.487 -1.957 1.037 0.084 -1.677 -0.336
C 3.557 -3.471 1.267 0.209 1.182 0.937
C 3.282 -3.717 2.798 0.489 -0.899 -0.856
C 4.434 -4.450 3.495 -0.492 0.327 0.749
Cl 5.990 -3.553 3.345 -0.269 -0.369 -0.060
N 4.626 -1.317 1.012 -1.546 0.694 -0.240
C 4.443 0.029 0.844 1.333 0.340 0.183
C 5.595 0.861 0.832 0.824 -0.140 -0.157
O 6.842 0.253 0.992 -0.496 -0.104 0.601
N 7.351 -0.168 -0.306 -0.413 -0.836 -0.308
O 7.400 -1.325 -0.342 0.502 0.480 -0.172
H 7.014 4.557 -0.883 0.364 -0.160 -0.196
H 6.407 3.006 -1.456 0.411 0.093 -0.158
H 8.160 3.151 -1.095 -0.171 0.266 -0.129
H 7.656 2.435 1.088 -0.240 -0.065 -0.216
H 6.697 3.867 1.331 0.171 -0.083 -0.252
H 4.227 4.556 -0.722 -0.039 0.305 0.296
H 3.350 4.728 0.850 0.155 0.283 -0.306
H 5.125 4.821 0.794 -0.190 -0.058 -0.073
H 0.920 1.943 0.534 0.379 -0.081 0.088
H 1.585 3.343 1.353 0.075 -0.191 -0.136
H 2.323 3.954 -1.277 -0.167 -0.010 0.070
H 0.873 2.931 -1.487 0.517 0.082 -0.115
H -0.137 4.955 -1.314 0.096 -0.070 0.204
H -0.324 4.281 0.288 0.222 0.153 -0.004
H 0.468 6.839 -0.289 0.153 -0.126 0.152
H 2.083 6.148 -0.271 -0.227 -0.118 -0.120
H 1.171 7.270 1.843 0.246 -0.246 -0.065
H 1.988 5.742 2.138 -0.108 -0.025 -0.260
H -0.899 5.661 1.803 0.023 -0.153 0.094
H 0.126 4.816 2.816 -0.418 -0.094 -0.168
H 0.828 -2.681 1.874 0.014 -0.248 -0.301
H 1.075 -2.999 0.096 -0.164 -0.117 0.404
H -0.074 -0.840 -0.378 0.005 0.047 0.254
H -1.256 -1.178 2.427 0.003 0.108 -0.232
H -1.596 0.165 1.311 0.198 -0.155 -0.017
H -0.011 0.023 2.126 -0.145 0.031 -0.303
H -2.128 -1.846 0.000 -0.106 -0.344 -0.070
H 2.833 -3.996 0.642 0.264 -0.060 0.092
H 4.590 -3.760 1.049 -0.288 -0.118 -0.172
H 3.113 -2.773 3.325 -0.177 -0.187 -0.110
H 2.409 -4.382 2.860 0.038 0.367 0.367
H 4.542 -5.494 3.189 0.255 0.329 -0.323
H 4.218 -4.469 4.570 0.118 -0.038 -0.217
C -7.369 0.172 -3.216 0.104 -0.071 -0.048
C -7.229 -0.334 -1.791 -0.093 0.257 -0.036
O -7.201 -1.759 -1.735 0.670 0.343 -0.638
P -5.820 -2.547 -2.176 -6.007 -4.150 4.340
O -4.977 -2.239 -0.960 2.403 1.782 -3.112
O -6.200 -4.083 -1.699 0.409 -0.014 -0.639
C -5.266 -4.884 -0.969 -0.114 -0.067 0.369
C -5.665 -4.951 0.491 -0.136 0.018 0.102
O -6.387 -2.888 -3.684 2.718 2.146 -0.167
C -7.320 -3.927 -4.008 -0.311 -0.757 -0.560
C -8.699 -3.741 -3.420 0.003 0.176 0.406
H -6.484 -0.074 -3.808 -0.007 0.051 -0.008
H -7.499 1.255 -3.227 0.014 -0.013 0.022
H -8.224 -0.292 -3.708 -0.031 0.033 0.039
H -6.331 0.077 -1.320 -0.022 -0.044 0.048
H -8.086 -0.013 -1.199 0.008 -0.145 0.045
H -4.249 -4.509 -1.083 -0.048 0.103 0.048
H -5.291 -5.887 -1.402 -0.089 0.055 -0.104
H -5.798 -3.953 0.910 0.164 0.040 -0.074
H -4.910 -5.479 1.077 -0.009 -0.017 -0.020
H -6.618 -5.470 0.601 0.037 -0.055 -0.024
H -6.908 -4.903 -3.760 0.074 0.110 0.213
H -7.401 -3.905 -5.098 0.197 0.287 0.024
H -8.700 -3.883 -2.340 0.047 0.018 -0.015
H -9.385 -4.472 -3.853 0.115 -0.014 -0.110
H -9.082 -2.742 -3.625 -0.002 -0.028 -0.068
```
Forces are in eV/Å.

For the maximum force, the calculation gives 8.494 eV/A. As for the electronic energy: -2642.85193 Eh. Its SMILES is CCc1c(C)c(CCCCCN)c2nc(C[C@H](C)O)c(CCCCl)nc2c1ON=O.CCOP(=O)(OCC)OCC. The highest occupied orbital energy comes out at -0.312 Eh.

Results of the Mulliken charge analysis, in e, for atoms 1 through 2: atom 1 (C): -1.17, atom 2 (C): -1.30